No. 1
Below is a 2-piece molecular cluster, C3H8N2O2 overall in a non-equilibrium geometry, with properties calculated with wB97M-V/def2-TZVPD.

## Properties
SMILES = N/C=C\C=O.NO
energy = -378.93568 Ha
orbital gap = 8.9669 eV
E_HOMO = -8.761 eV
ΔE to the lowest compared entry with this formula, charge and spin = 539.1 kJ/mol
spin multiplicity = 1

```
15
Properties=species:S:1:pos:R:3:nbo_charge:R:1
H 0.516 -1.016 -1.395 0.364
H -1.015 2.273 1.280 0.215
C 1.075 -0.494 0.655 0.374
N -1.561 0.321 2.115 -0.813
H -1.000 -0.448 2.194 0.383
N 0.499 -1.292 -2.342 -0.550
C 0.370 0.802 0.803 -0.452
C -0.806 1.200 1.279 0.104
H -0.347 0.110 -3.445 0.454
O -0.340 -0.030 -2.529 -0.614
H -2.385 0.554 2.670 0.415
O 2.155 -0.753 0.134 -0.539
H 0.517 -1.409 1.052 0.089
H 1.080 1.602 0.418 0.228
H 1.245 -1.421 -2.889 0.342
```

No. 2
Below is a 2-piece molecular cluster, C3H8N2O2 overall in a non-equilibrium geometry, with properties calculated with wB97M-V/def2-TZVPD.

## Properties
SMILES = [H]/N=C/ON.CC=O
energy = -378.94686 Ha
orbital gap = 9.7995 eV
E_HOMO = -9.262 eV
ΔE to the lowest compared entry with this formula, charge and spin = 509.7 kJ/mol
spin multiplicity = 1

```
15
Properties=species:S:1:pos:R:3:nbo_charge:R:1
H 2.238 0.869 -0.322 0.232
H 2.732 0.402 1.341 0.245
C 1.971 0.894 0.734 -0.722
H 0.269 -1.256 -1.751 0.194
C 0.650 0.234 0.969 0.534
H -2.419 0.094 -0.508 0.359
O -0.554 0.511 -0.882 -0.439
H -1.590 -2.585 -1.244 0.377
H 1.903 1.935 1.060 0.237
N -1.539 -1.704 -0.737 -0.695
O -0.142 0.459 1.851 -0.572
H -1.728 1.088 0.560 0.350
C -0.476 -1.046 -0.977 0.322
H 0.541 -0.852 0.356 0.071
N -1.858 0.958 -0.451 -0.495
```

No. 3
Below is a 3-piece molecular cluster, C3H8N2O2 overall in a non-equilibrium geometry, with properties calculated with wB97M-V/def2-TZVPD.

## Properties
energy = -378.90927 Ha
orbital gap (alpha / beta) = 7.9021 / 7.9016 eV
E_HOMO (alpha / beta) = -7.355 / -7.354 eV
ΔE to the lowest compared entry with this formula, charge and spin = 608.4 kJ/mol
spin multiplicity = 1

```
15
Properties=species:S:1:pos:R:3:nbo_charge:R:1
O 2.152 0.785 1.217 -0.722
C -0.284 0.294 0.201 0.365
H -2.631 -0.429 -1.388 0.329
H 2.092 -1.120 0.504 0.156
N -2.531 -0.326 -0.376 -1.036
H -3.083 -1.086 0.025 0.334
H -0.640 -1.701 0.718 0.258
H -0.234 -1.363 -1.084 0.257
H 1.480 1.499 1.239 0.494
O 2.212 0.206 -1.027 -0.714
H -1.426 1.742 0.456 0.407
C 1.794 -0.109 0.249 0.357
C -0.520 -1.007 -0.104 -0.300
H 2.061 1.151 -1.174 0.480
N -0.440 1.465 0.543 -0.666
```

No. 4
Below is a single C3H8N2O2 molecule in a non-equilibrium geometry, with properties calculated with wB97M-V/def2-TZVPD.

## Properties
SMILES = C[C@@H](N)C[N+](=O)[O-]
energy = -378.96433 Ha
orbital gap = 10.2916 eV
E_HOMO = -9.962 eV
ΔE to the lowest compared entry with this formula, charge and spin = 463.9 kJ/mol
spin multiplicity = 1

```
15
Properties=species:S:1:pos:R:3:nbo_charge:R:1
H -1.230 0.002 -0.957 0.206
H 1.477 0.093 -1.414 0.367
H 0.593 -2.289 1.064 0.223
O -0.018 1.892 -1.814 -0.391
H 1.015 0.496 0.973 0.203
O -0.296 2.831 0.162 -0.372
H -1.531 0.766 0.710 0.228
C 0.016 -1.460 1.147 -0.595
C -0.828 0.515 -0.169 -0.295
H -0.776 -1.674 0.552 0.186
N 1.220 -0.637 -0.820 -0.797
H 0.476 -1.109 -1.300 0.332
N -0.336 1.921 -0.648 0.541
H -0.260 -1.161 2.196 0.216
C 0.474 -0.188 0.316 -0.052
```

No. 5
Below is a 2-piece molecular cluster, C3H8N2O2 overall in a non-equilibrium geometry, with properties calculated with wB97M-V/def2-TZVPD.

## Properties
energy = -378.93226 Ha
orbital gap (alpha / beta) = 5.8319 / 7.5895 eV
E_HOMO (alpha / beta) = -5.926 / -7.055 eV
ΔE to the lowest compared entry with this formula, charge and spin = 548.1 kJ/mol
spin multiplicity = 1

```
15
Properties=species:S:1:pos:R:3:nbo_charge:R:1
O 2.157 1.058 -0.941 -0.680
H -1.957 -0.701 -1.964 -0.436
O 3.152 -0.068 0.712 -0.694
H 3.069 1.377 -0.933 0.501
H -0.352 0.881 -0.754 0.217
C -0.297 -0.132 -0.353 -0.369
H -3.163 0.003 1.461 0.409
C -1.365 -0.390 0.608 0.188
H -2.813 0.770 -0.101 0.420
N 0.954 -0.519 0.268 -0.569
N -2.515 0.256 0.729 -0.727
C 2.011 0.105 -0.001 0.800
H 2.954 -0.680 1.433 0.506
H -1.226 -1.253 1.252 0.190
H -0.609 -0.706 -1.415 0.244
```

No. 6
Below is a 3-piece molecular cluster, C3H8N2O2 overall in a non-equilibrium geometry, with properties calculated with wB97M-V/def2-TZVPD.

## Properties
SMILES = c1c[nH]cn1.O.O
energy = -379.10123 Ha
orbital gap = 10.0265 eV
E_HOMO = -9.211 eV
ΔE to the lowest compared entry with this formula, charge and spin = 104.4 kJ/mol
spin multiplicity = 1

```
15
Properties=species:S:1:pos:R:3:nbo_charge:R:1
H 0.414 -2.537 -0.082 0.496
C -0.425 1.595 0.977 -0.118
H -1.537 0.690 -1.807 0.420
H 0.961 0.615 -1.734 0.203
O -0.361 -2.849 -0.584 -0.967
H 2.051 -1.600 1.740 0.475
H -0.826 -3.396 0.041 0.458
H -0.379 1.660 2.052 0.211
N 0.749 1.442 0.233 -0.491
C 0.362 1.007 -0.926 0.173
N -0.983 0.738 -0.962 -0.515
H -2.502 1.013 0.537 0.219
O 1.714 -1.479 0.840 -0.967
C -1.483 1.167 0.238 -0.091
H 1.525 -0.529 0.835 0.496
```

- Number 5 is which compound?
  C3H8N2O2

- Which of these has the highest energy?
  number 3

What did the fifth record say?
Below is a 2-piece molecular cluster, C3H8N2O2 overall in a non-equilibrium geometry, with properties calculated with wB97M-V/def2-TZVPD.

## Properties
energy = -378.93226 Ha
orbital gap (alpha / beta) = 5.8319 / 7.5895 eV
E_HOMO (alpha / beta) = -5.926 / -7.055 eV
ΔE to the lowest compared entry with this formula, charge and spin = 548.1 kJ/mol
spin multiplicity = 1

```
15
Properties=species:S:1:pos:R:3:nbo_charge:R:1
O 2.157 1.058 -0.941 -0.680
H -1.957 -0.701 -1.964 -0.436
O 3.152 -0.068 0.712 -0.694
H 3.069 1.377 -0.933 0.501
H -0.352 0.881 -0.754 0.217
C -0.297 -0.132 -0.353 -0.369
H -3.163 0.003 1.461 0.409
C -1.365 -0.390 0.608 0.188
H -2.813 0.770 -0.101 0.420
N 0.954 -0.519 0.268 -0.569
N -2.515 0.256 0.729 -0.727
C 2.011 0.105 -0.001 0.800
H 2.954 -0.680 1.433 0.506
H -1.226 -1.253 1.252 0.190
H -0.609 -0.706 -1.415 0.244
```

Please write out number 3 again, unchanged.
Below is a 3-piece molecular cluster, C3H8N2O2 overall in a non-equilibrium geometry, with properties calculated with wB97M-V/def2-TZVPD.

## Properties
energy = -378.90927 Ha
orbital gap (alpha / beta) = 7.9021 / 7.9016 eV
E_HOMO (alpha / beta) = -7.355 / -7.354 eV
ΔE to the lowest compared entry with this formula, charge and spin = 608.4 kJ/mol
spin multiplicity = 1

```
15
Properties=species:S:1:pos:R:3:nbo_charge:R:1
O 2.152 0.785 1.217 -0.722
C -0.284 0.294 0.201 0.365
H -2.631 -0.429 -1.388 0.329
H 2.092 -1.120 0.504 0.156
N -2.531 -0.326 -0.376 -1.036
H -3.083 -1.086 0.025 0.334
H -0.640 -1.701 0.718 0.258
H -0.234 -1.363 -1.084 0.257
H 1.480 1.499 1.239 0.494
O 2.212 0.206 -1.027 -0.714
H -1.426 1.742 0.456 0.407
C 1.794 -0.109 0.249 0.357
C -0.520 -1.007 -0.104 -0.300
H 2.061 1.151 -1.174 0.480
N -0.440 1.465 0.543 -0.666
```